The following is a quantum chemistry calculation of a single H4N5P3 molecule in a non-equilibrium geometry, from OMol25.

ΔE to the lowest compared entry with this formula, charge and spin = 2.608 eV
Orbital gap (alpha / beta) = 6.757 / 6.756 eV
Net charge = 0
SMILES = N#P=N/P=N\P(N)N
HOMO (alpha / beta) = -0.31866 / -0.31866 hartree

Last column: Löwdin charge in e.
Positions of all 12 atoms, in Å:
N: -3.5195 -0.4773 1.3660  -0.3251
P: -2.1486 0.1498 1.4920  0.5570
N: -1.1841 1.2589 2.1306  -0.5834
P: 0.5390 1.6118 1.8687  0.7545
N: 1.0071 0.7311 0.6562  -0.6086
P: 0.4035 -0.5578 -0.1521  0.5197
N: -0.1753 0.2740 -1.5954  -0.1855
N: 1.8749 -1.0908 -0.7470  -0.1923
H: -0.7577 -0.3369 -2.1952  0.0331
H: -0.8295 0.9825 -1.5447  -0.0295
H: 2.6120 -0.4943 -0.3884  0.0223
H: 2.1784 -2.0511 -0.8906  0.0379

The following is a quantum chemistry calculation of a single C5H8N2 molecule, from OMol25.

ΔE to the lowest compared entry with this formula, charge and spin = 2.688 eV
Orbital gap (alpha / beta) = 6.839 / 6.840 eV
Net charge = 0
HOMO (alpha / beta) = -0.22350 / -0.22355 hartree

Last column: Löwdin charge in e.
Positions of all 15 atoms, in Å:
C: -1.7471 -0.9770 0.0236  -0.1315
N: -0.4012 -0.4861 0.0083  -0.1582
C: 0.8478 -1.1353 0.4133  -0.1219
C: 1.8825 -0.0598 0.2490  -0.0482
C: 1.2796 1.0550 -0.1840  -0.0006
C: -0.1389 0.7651 -0.3232  -0.3541
N: -1.1359 1.5589 -0.7334  0.1628
H: -2.2440 -0.5761 0.9117  0.0036
H: -1.7577 -2.0644 0.0535  -0.0094
H: 0.7485 -1.4857 1.4454  0.1358
H: 1.0717 -2.0084 -0.2114  0.1353
H: 2.9457 -0.2061 0.3969  0.1050
H: 1.7364 2.0040 -0.4370  0.1091
H: -2.0294 1.0666 -0.7926  0.0718
H: -1.0580 2.5492 -0.8201  0.1005

The following is a quantum chemistry calculation of a molecular structure, C19H40N2O16S3 in a non-equilibrium geometry, from OMol25.

Orbital gap = 9.925 eV
Net charge = 0
HOMO = -0.34818 hartree

Last column: Löwdin charge in e.
Positions of all 80 atoms, in Å:
C: -24.3162 26.4164 9.0276  -0.6724
O: -25.3644 27.0248 9.1700  0.0256
N: -23.9385 25.3734 9.8378  0.1604
N: -23.4052 26.7284 8.0343  0.1357
H: -24.5434 25.0760 10.5858  0.0572
H: -22.9884 25.0555 9.8054  0.0913
H: -23.6549 27.5294 7.4866  0.0973
H: -22.7686 26.0030 7.7661  0.0851
C: -24.7770 24.5850 15.4458  -0.1448
C: -25.9408 23.5950 15.4740  -0.1086
O: -26.2687 23.4247 14.0707  -0.1946
S: -25.0440 23.9091 13.1494  0.5810
O: -25.3335 25.1927 12.6062  -0.2293
O: -24.6225 22.8931 12.2642  -0.2032
O: -24.0171 24.0011 14.3604  -0.2015
H: -24.2193 24.6125 16.3740  0.1276
H: -25.1399 25.5746 15.1617  0.1234
H: -26.7957 23.9817 16.0167  0.1450
H: -25.5760 22.6177 15.7853  0.1185
C: -31.4462 24.0202 10.8774  -0.1727
C: -31.2225 22.6115 11.4744  -0.1316
O: -30.0849 22.7294 12.3487  -0.1935
S: -29.4005 24.1500 12.1677  0.5663
O: -28.5261 24.1232 11.0512  -0.2092
O: -28.9368 24.6566 13.3877  -0.1941
O: -30.7523 24.8953 11.7626  -0.1775
H: -32.5036 24.2778 10.8919  0.1300
H: -31.1180 24.1711 9.8477  0.1284
H: -31.0938 21.8295 10.7366  0.1309
H: -32.0584 22.4443 12.1515  0.1292
C: -22.7955 27.0485 13.4679  -0.1376
C: -23.8038 28.1280 13.0682  -0.1424
O: -23.5374 29.2119 13.9664  -0.1767
S: -23.1998 28.6180 15.3948  0.5778
O: -24.3756 28.2385 16.0982  -0.2284
O: -22.2560 29.4644 16.0116  -0.2082
O: -22.5065 27.2842 14.8623  -0.1954
H: -21.8529 27.0233 12.9246  0.1348
H: -23.2552 26.0692 13.4071  0.0826
H: -24.8324 27.7747 13.1252  0.1262
H: -23.6317 28.4969 12.0600  0.1379
C: -25.8067 19.9882 19.4803  -0.1552
C: -25.0925 19.1996 18.3769  -0.1505
C: -25.6985 19.7099 17.0577  -0.1979
O: -26.8045 20.5242 17.3972  -0.1408
C: -27.0770 20.4888 18.7971  -0.1872
H: -25.1850 20.7784 19.9002  0.0933
H: -26.0321 19.3320 20.3236  0.1084
H: -25.2281 18.1268 18.5061  0.1073
H: -24.0184 19.3883 18.4146  0.0912
H: -26.0247 18.8561 16.4617  0.0947
H: -24.9723 20.2765 16.4703  0.1053
H: -27.9309 19.8348 18.9911  0.1169
H: -27.3205 21.5081 19.0973  0.1159
C: -26.2932 18.1054 12.3290  -0.1473
C: -26.2209 19.4249 11.5429  -0.1522
C: -27.2720 20.3009 12.2319  -0.2060
O: -27.2528 19.8909 13.5886  -0.1245
C: -27.0308 18.5036 13.6110  -0.2171
H: -25.3019 17.6824 12.4782  0.1038
H: -26.8570 17.3943 11.7236  0.1042
H: -26.4407 19.3537 10.4782  0.1087
H: -25.2735 19.9578 11.6453  0.1047
H: -28.2653 20.1768 11.7685  0.1173
H: -27.0930 21.3752 12.2090  0.1020
H: -27.9903 17.9696 13.6926  0.1189
H: -26.4901 18.2020 14.5092  0.0934
C: -20.9777 22.2847 17.6263  -0.1508
C: -22.5006 22.1629 17.5523  -0.1540
C: -22.9098 22.9255 18.8258  -0.2377
O: -21.9154 22.6847 19.7807  -0.1304
C: -20.7143 22.1961 19.1285  -0.1658
H: -20.6459 23.2148 17.1742  0.1141
H: -20.5397 21.4190 17.1260  0.1115
H: -22.9107 21.1594 17.6937  0.0900
H: -23.0015 22.5581 16.6679  0.0932
H: -23.9035 22.6251 19.1758  0.1043
H: -23.0404 24.0007 18.6099  0.1133
H: -20.5431 21.1773 19.4677  0.1170
H: -19.9310 22.8924 19.4246  0.1171

The following is a quantum chemistry calculation of a molecular structure, C32H36F6IrN5O6PS2 in a non-equilibrium geometry, from OMol25.

ΔE to the lowest compared entry with this formula, charge and spin = 2.723 eV
Orbital gap = 5.174 eV
Net charge = +1
HOMO = -0.31811 hartree

Last column: Löwdin charge in e.
Positions of all 89 atoms, in Å:
Ir: 0.4776 -1.6038 -1.6813  1.0694
F: -1.0653 4.6575 0.8269  0.0645
C: -1.2456 3.4953 1.4951  -0.1834
C: -0.9082 2.3327 0.8669  0.0993
C: -1.1132 1.1063 1.4958  -0.0345
C: -0.7710 -0.1367 0.7902  -0.2697
O: -0.3356 -0.0473 -0.3698  -0.1634
C: -1.0193 -1.3432 1.4982  -0.0128
C: -1.5630 -1.2744 2.7451  0.0586
N: -1.8761 -0.1366 3.4012  0.0160
C: -2.4779 -0.1973 4.7154  -0.2595
C: -1.9785 -1.2136 5.6889  -0.0734
C: -1.6674 0.2369 5.9040  -0.0951
C: -1.6621 1.0883 2.7796  -0.1088
C: -1.9841 2.2927 3.4138  0.0598
C: -1.7919 3.5123 2.7874  -0.1311
N: -2.1199 4.7038 3.4929  -0.0948
C: -3.4349 4.7853 4.1183  -0.1257
C: -3.2699 5.4739 5.4768  -0.0694
N: -2.0622 6.3715 5.3867  0.0566
C: -2.0337 7.0658 4.0554  -0.0722
C: -1.7155 6.0131 2.9815  -0.1307
C: -0.7063 -2.7272 0.9873  -0.5898
O: -0.8516 -3.6618 1.7612  0.0578
O: -0.2433 -2.8508 -0.2054  -0.1677
H: -0.5092 2.3492 -0.1400  0.1456
H: -1.7673 -2.2058 3.2555  0.1476
H: -3.5381 0.0267 4.7139  0.1561
H: -1.1673 -1.8567 5.3783  0.1142
H: -2.7095 -1.6897 6.3254  0.1143
H: -0.6519 0.5616 5.7193  0.1146
H: -2.1776 0.7606 6.7016  0.1024
H: -2.3659 2.2644 4.4242  0.1078
H: -3.8576 3.7976 4.2668  0.1264
H: -4.1345 5.3427 3.4839  0.1393
H: -3.0829 4.7661 6.2817  0.1358
H: -4.1284 6.0909 5.7335  0.1383
H: -1.2320 5.7781 5.4433  0.1840
H: -2.0392 7.0335 6.1609  0.1866
H: -1.2817 7.8500 4.0811  0.1395
H: -3.0110 7.5240 3.9220  0.1372
H: -0.6468 6.0002 2.7818  0.1363
H: -2.2263 6.2979 2.0588  0.1359
C: 1.4268 1.8998 -7.2388  -0.0675
C: 0.5736 1.4279 -6.0878  -0.2810
O: 1.4081 0.6738 -5.1776  -0.3276
P: 0.8142 -0.6094 -4.4388  -0.0789
S: 2.2657 -1.3503 -3.3066  0.4737
S: -0.7408 -0.2101 -3.2830  0.4167
O: 0.3266 -1.5522 -5.6067  -0.3164
C: 1.2896 -2.0630 -6.5685  -0.2586
C: 1.3560 -3.5656 -6.4621  -0.0542
H: 0.8356 2.5256 -7.9084  0.0823
H: 1.8146 1.0533 -7.8059  0.0758
H: 2.2713 2.4827 -6.8712  0.0817
H: -0.2517 0.8037 -6.4357  0.1126
H: 0.1570 2.2661 -5.5285  0.1165
H: 2.2655 -1.6065 -6.3894  0.1064
H: 0.9347 -1.7425 -7.5475  0.1218
H: 1.7987 -3.8664 -5.5122  0.0714
H: 1.9656 -3.9632 -7.2756  0.0877
H: 0.3559 -3.9924 -6.5344  0.0871
F: 1.4283 -8.2048 -3.9329  0.1172
C: 1.0937 -6.9403 -3.6592  -0.1513
C: -0.0517 -6.3801 -4.1889  -0.1476
F: -0.8364 -7.1050 -4.9904  0.1220
C: -0.3867 -5.0743 -3.8999  -0.1597
F: -1.5042 -4.5750 -4.4421  0.1160
C: 0.3890 -4.2461 -3.0810  -0.2674
O: -0.0575 -3.0034 -2.9393  -0.3661
C: 1.5382 -4.8474 -2.5660  -0.1548
F: 2.3995 -4.1751 -1.7810  0.0493
C: 1.8847 -6.1585 -2.8468  -0.1464
F: 3.0061 -6.6638 -2.3216  0.1167
C: 3.8862 -3.1275 2.3853  -0.0055
C: 3.3647 -2.1526 1.3838  -0.2774
C: 3.7674 -0.8742 1.0471  0.0296
C: 2.9102 -0.4550 0.0168  -0.3247
N: 2.0336 -1.4208 -0.2444  -0.1023
N: 2.3226 -2.4369 0.5955  0.0712
C: 2.8802 0.8372 -0.7287  -0.0407
H: 4.7338 -2.6997 2.9154  0.0820
H: 4.2136 -4.0463 1.8975  0.0898
H: 3.1172 -3.3928 3.1118  0.0850
H: 4.5845 -0.3191 1.4768  0.1130
H: 1.7539 -3.2716 0.5442  0.1513
H: 3.4577 1.5931 -0.1984  0.0810
H: 1.8523 1.1814 -0.8510  0.0613
H: 3.2982 0.7133 -1.7277  0.0472

The following is a quantum chemistry calculation of a molecular structure, C4H10SSi in a non-equilibrium geometry, from OMol25.

ΔE to the lowest compared entry with this formula, charge and spin = 1.142 eV
Orbital gap = 10.140 eV
Net charge = 0
HOMO = -0.34801 hartree

Last column: Löwdin charge in e.
Positions of all 16 atoms, in Å:
C: -1.4056 -0.6266 0.3529  -0.2385
C: -1.1840 0.8974 0.5887  -0.2677
C: -0.0628 -1.3447 0.1377  -0.3207
C: -0.0197 1.4407 -0.2680  -0.3034
Si: 1.1903 -0.0767 -0.4945  0.3705
S: 3.1747 -0.1023 0.4400  0.3550
H: -2.0239 -0.8040 1.2830  0.1237
H: -1.9770 -0.6495 -0.5891  0.1085
H: -2.0082 1.5719 0.4395  0.0983
H: -0.8172 1.1891 1.5125  0.0745
H: 0.3412 -1.8659 0.9222  0.0243
H: -0.3535 -2.0986 -0.6182  0.0762
H: -0.2070 1.6162 -1.3283  0.0471
H: 0.5671 2.2137 0.0593  0.0184
H: 1.1494 -0.0868 -2.3157  0.0193
H: 3.6360 -1.2740 -0.1221  -0.1856

The following is a quantum chemistry calculation of a molecular structure, C3H3NO in a non-equilibrium geometry, from OMol25.

ΔE to the lowest compared entry with this formula, charge and spin = 2.749 eV
Orbital gap (alpha / beta) = 9.078 / 9.079 eV
Net charge = 0
HOMO (alpha / beta) = -0.32523 / -0.32526 hartree

Last column: Löwdin charge in e.
Positions of all 8 atoms, in Å:
C: -0.3910 -0.2742 -0.2421  -0.4774
C: -0.9667 -1.0143 0.8659  -0.0794
C: 0.8168 0.6309 -0.2683  -0.0574
N: -1.2949 -0.6636 -0.9860  0.2018
O: -1.6529 -1.7829 1.3974  0.1605
H: 1.4244 0.6640 -1.2288  0.1016
H: 1.4749 0.7338 0.6076  0.0753
H: 0.5893 1.7064 -0.1458  0.0749

The following is a quantum chemistry calculation of 2 unconnected molecules or ions with the total composition C3H6N2O3 in a non-equilibrium geometry, from OMol25.

ΔE to the lowest compared entry with this formula, charge and spin = 3.288 eV
Orbital gap (alpha / beta) = 8.502 / 6.105 eV
Net charge = 0
HOMO (alpha / beta) = -0.28405 / -0.37333 hartree
Spin multiplicity = 3

Last column: Mulliken spin population.
Positions of all 14 atoms, in Å:
C: 0.1219 -1.3141 1.4405  0.0064
C: -0.8699 -0.4737 1.6616  -0.0006
C: -0.2761 1.5061 -0.8160  0.2195
N: 0.9137 1.0476 -0.5299  -0.0172
N: 1.3660 -0.0849 -1.1421  0.3878
O: 0.8001 -0.3844 -2.1866  0.6910
O: 2.2461 -0.7236 -0.5947  0.6607
O: -1.2725 0.9593 -1.4677  0.0447
H: 1.0967 -1.3205 1.7449  -0.0019
H: -0.1067 -2.1228 0.8724  -0.0005
H: -1.9122 -0.4032 1.3830  0.0002
H: -0.6236 0.5006 2.1815  -0.0004
H: -0.4597 2.5323 -0.4765  0.0070
H: -1.0236 0.2814 -2.0704  0.0033

The following is a quantum chemistry calculation of 11 unconnected molecules or ions with the total composition H22O11, from OMol25.

ΔE to the lowest compared entry with this formula, charge and spin = 1.197 eV
Orbital gap = 9.508 eV
Net charge = 0
SMILES = O.O.O.O.O.O.O.O.O.O.O
HOMO = -0.35218 hartree

Last column: Löwdin charge in e.
Positions of all 33 atoms, in Å:
O: 0.7051 -3.0096 2.0577  -0.0423
H: 1.2803 -3.7457 1.8422  0.0375
H: 0.8087 -2.4008 1.3209  -0.0001
O: 1.7973 -2.6165 -0.7662  -0.0438
H: 2.2255 -3.4642 -0.6231  0.0544
H: 1.7486 -2.5295 -1.7219  0.0553
O: -1.8812 -2.3176 -2.1641  -0.0475
H: -2.2219 -2.7483 -2.9517  0.0362
H: -2.5256 -2.5178 -1.4807  0.0375
O: 0.3352 -0.2749 -0.4239  -0.0492
H: 0.1845 -0.2422 0.5304  0.0093
H: 0.2716 -1.2069 -0.6527  0.0079
O: -0.5308 -0.3810 2.3086  -0.0477
H: -0.5687 -1.2882 2.6297  0.0528
H: -1.4413 -0.1628 2.0663  0.0218
O: -3.1403 -0.0205 1.3090  -0.0412
H: -2.6259 0.0785 0.4995  0.0294
H: -3.7464 0.7242 1.2978  0.0605
O: 1.8715 2.8291 1.3536  -0.0510
H: 2.2098 3.6618 1.0200  0.0465
H: 1.6080 2.3415 0.5639  0.0071
O: -1.5321 1.9042 -1.0941  -0.0517
H: -1.5987 2.8529 -0.9640  0.0492
H: -0.6358 1.6853 -0.8204  -0.0202
O: 1.2895 1.3105 3.6562  -0.0840
H: 0.7434 0.6169 3.2699  -0.0247
H: 1.6507 1.7759 2.8929  -0.0245
O: 1.3729 2.5778 -1.3660  -0.0408
H: 1.6447 1.7942 -1.8540  0.0521
H: 1.3093 3.2673 -2.0318  0.0718
O: -0.2178 0.7717 -3.5188  -0.0537
H: -0.1827 -0.1824 -3.6170  0.0253
H: -0.2073 0.9170 -2.5680  -0.0322

What did the first record say?
The following is a quantum chemistry calculation of a single H4N5P3 molecule in a non-equilibrium geometry, from OMol25.

ΔE to the lowest compared entry with this formula, charge and spin = 2.608 eV
Orbital gap (alpha / beta) = 6.757 / 6.756 eV
Net charge = 0
SMILES = N#P=N/P=N\P(N)N
HOMO (alpha / beta) = -0.31866 / -0.31866 hartree

Last column: Löwdin charge in e.
Positions of all 12 atoms, in Å:
N: -3.5195 -0.4773 1.3660  -0.3251
P: -2.1486 0.1498 1.4920  0.5570
N: -1.1841 1.2589 2.1306  -0.5834
P: 0.5390 1.6118 1.8687  0.7545
N: 1.0071 0.7311 0.6562  -0.6086
P: 0.4035 -0.5578 -0.1521  0.5197
N: -0.1753 0.2740 -1.5954  -0.1855
N: 1.8749 -1.0908 -0.7470  -0.1923
H: -0.7577 -0.3369 -2.1952  0.0331
H: -0.8295 0.9825 -1.5447  -0.0295
H: 2.6120 -0.4943 -0.3884  0.0223
H: 2.1784 -2.0511 -0.8906  0.0379